[1]
27
Properties=species:S:1:pos:R:3:nbo_charge:R:1 method="wB97M-V/def2-TZVPD" charge=0 de_lowest_ev=0.401 e_lumo_ev=0.91 smiles=Cc1c[nH]c2ccccc12.CC total_energy_ev=-13140.3900 orbital_gap_ha=0.3210
C -2.6582 0.0495 -1.7263 -0.626
C -1.5325 -0.9044 -1.4372 -0.087
C -0.8864 -1.6470 -2.3736 -0.038
N 0.0228 -2.5002 -1.7663 -0.527
C 0.0480 -2.2189 -0.4318 0.152
C 0.8333 -2.7425 0.5983 -0.248
C 0.8503 -2.0703 1.7989 -0.207
C 0.0091 -0.9617 2.0379 -0.252
C -0.9045 -0.5978 1.0782 -0.177
C -0.9313 -1.2306 -0.1702 -0.102
H -2.9379 0.6180 -0.8383 0.216
H -3.5249 -0.5265 -2.0672 0.218
H -2.4251 0.7683 -2.5099 0.218
H -1.0540 -1.7073 -3.4380 0.207
H 0.6902 -3.0423 -2.2937 0.410
H 1.5107 -3.5497 0.3643 0.210
H 1.5402 -2.3436 2.5937 0.212
H 0.0109 -0.4977 3.0153 0.214
H -1.6621 0.1673 1.2489 0.207
C 1.8373 2.4516 1.1041 -0.612
C 1.3999 3.7877 0.4805 -0.611
H 1.3308 2.2469 2.0482 0.203
H 1.6628 1.6072 0.4412 0.212
H 2.9045 2.4943 1.3320 0.200
H 2.2442 4.2857 0.0112 0.202
H 0.9333 4.4348 1.2228 0.203
H 0.6886 3.6292 -0.3232 0.202

[2]
27
Properties=species:S:1:pos:R:3:nbo_charge:R:1 method="wB97M-V/def2-TZVPD" charge=0 de_lowest_ev=0.517 e_lumo_ev=0.90 smiles=Cc1c[nH]c2ccccc12.CC total_energy_ev=-13140.2744 orbital_gap_ha=0.3245
C 1.8770 2.0803 -1.5091 -0.634
C 0.9576 1.5662 -0.4552 -0.096
C -0.2002 2.1050 -0.0250 -0.036
N -0.7831 1.2832 0.9492 -0.536
C 0.1228 0.2888 1.2129 0.125
C 0.0061 -0.7102 2.1684 -0.230
C 1.0656 -1.5983 2.2797 -0.212
C 2.1980 -1.4893 1.4655 -0.239
C 2.2127 -0.5921 0.4163 -0.214
C 1.2088 0.3639 0.3116 -0.035
H 2.9490 2.0324 -1.2775 0.216
H 1.7427 3.1414 -1.7087 0.218
H 1.8017 1.4671 -2.4124 0.217
H -0.6506 3.0523 -0.2760 0.209
H -1.4054 1.7271 1.5948 0.405
H -0.8638 -0.8247 2.8038 0.212
H 0.9801 -2.4096 2.9894 0.209
H 2.9949 -2.1783 1.6352 0.211
H 3.0124 -0.6001 -0.3136 0.211
C -3.9614 -1.5435 -3.0340 -0.611
C -2.9207 -1.3830 -1.9162 -0.603
H -4.1501 -0.5974 -3.5278 0.207
H -3.7223 -2.4257 -3.6262 0.205
H -4.8505 -1.8886 -2.5681 0.198
H -3.3250 -0.7560 -1.1210 0.198
H -2.0394 -0.8428 -2.2598 0.202
H -2.5934 -2.3320 -1.4955 0.204

[3]
27
Properties=species:S:1:pos:R:3:nbo_charge:R:1 method="wB97M-V/def2-TZVPD" charge=0 de_lowest_ev=2.262 e_lumo_ev=0.98 smiles=Cc1c[nH]c2ccccc12.CC total_energy_ev=-13138.5295 orbital_gap_ha=0.3175
C 0.7563 -1.7869 -3.1968 -0.622
C 0.2251 -0.5438 -2.6514 -0.114
C -0.4278 0.4621 -3.3719 -0.031
N -0.9510 1.4512 -2.5483 -0.507
C -0.5269 1.1836 -1.2393 0.138
C -0.9575 1.8211 -0.0397 -0.242
C -0.6761 1.1327 1.1051 -0.226
C 0.1323 -0.0451 1.1445 -0.250
C 0.5636 -0.7327 0.0318 -0.197
C 0.2251 -0.1634 -1.3139 -0.078
H 1.9193 -1.8460 -2.9732 0.214
H 0.5627 -1.7922 -4.3179 0.222
H 0.2621 -2.5699 -2.6111 0.224
H -0.5497 0.5380 -4.4768 0.209
H -1.4817 2.1568 -2.8236 0.398
H -1.5498 2.8124 0.0659 0.222
H -0.9156 1.6488 1.9799 0.204
H 0.2782 -0.3455 2.2269 0.214
H 1.1772 -1.7011 0.1373 0.220
C -0.0239 -0.4672 4.9471 -0.584
C 1.2685 -1.4290 4.8041 -0.607
H -0.7065 -0.8374 5.6342 0.199
H 0.3177 0.4408 5.2719 0.195
H -0.4916 -0.3262 3.9052 0.188
H 1.9406 -0.9522 4.0994 0.210
H 0.9480 -2.3725 4.5255 0.199
H 1.5946 -1.6006 5.8771 0.203